## a
The following is a quantum chemistry calculation of a structure of composition C2HClN2O2, from the Open Molecules 2025 dataset.

CARTESIAN COORDINATES (ANGSTROEM)
C  0.5017  0.7353  -0.0265
C  0.7594  -1.2579  0.0606
N  -0.6635  1.0104  -0.0927
N  -1.8079  0.7883  -0.5404
O  1.8963  -1.3148  0.2654
O  -0.2954  -1.7391  0.0115
Cl  1.9253  1.5797  0.2150
H  -2.3160  0.1980  0.1070

HOMO-LUMO gap (spin up / spin down) = 0.309 / 0.309 Ha
HOMO (spin up / spin down) = -9.797 / -9.793 eV
E_LUMO (spin up / spin down) = -0.05136 / -0.05116 hartree

## b
The following is a quantum chemistry calculation of a cluster of 2 separate species, C2HClN2O2 in total, from the Open Molecules 2025 dataset.

CARTESIAN COORDINATES (ANGSTROEM)
C  1.4712  0.2591  0.2068
C  0.4177  0.2662  -0.6070
N  2.2392  0.0501  1.0765
N  0.8163  -2.1458  0.0013
O  1.2016  -2.3615  1.0859
O  0.4713  -2.7110  -0.9789
Cl  0.5824  0.0755  -2.2897
H  -0.5859  0.1546  -0.3010

HOMO-LUMO gap (spin up / spin down) = 0.300 / 0.304 Ha
HOMO (spin up / spin down) = -9.446 / -10.006 eV
E_LUMO (spin up / spin down) = -0.04703 / -0.06358 hartree

Which of them is the most stable? Correct choice: a.